[1]
The following is a DFT calculation (ωB97M-V/def2-TZVPD) of a 2-piece molecular cluster, C15H23NO3 overall.

Structure (XYZ):
```
42
C15H23NO3 ωB97M-V/def2-TZVPD
C 0.06 1.08 -2.87
H 0.27 0.11 -3.47
H -0.03 1.80 -3.41
H -0.91 0.79 -2.47
C 1.09 1.13 -2.02
C 2.51 1.67 -2.57
C 3.55 2.04 -1.53
C 3.81 0.50 -0.57
C 2.49 0.20 0.08
H 2.45 -0.63 0.72
C 1.50 0.05 -0.81
N 0.23 -0.40 -0.33
C -0.73 0.38 0.35
O -0.26 1.61 0.90
C -1.89 -0.26 0.99
C -2.89 -0.33 -0.11
C -4.22 -1.19 0.33
C -4.14 -1.75 1.57
C -2.97 -1.95 2.69
H -2.83 -2.73 3.05
H -3.14 -1.23 3.34
C -1.55 -1.23 1.97
C -0.57 -1.02 3.06
O -0.82 -0.41 4.09
O 0.77 -1.57 2.59
H 1.21 -1.07 3.25
H -1.39 -2.19 1.14
H -4.93 -2.43 2.06
H -4.92 -1.15 -0.27
H -3.30 0.51 -0.54
H -2.33 -1.13 -0.78
H -2.34 0.50 1.62
H -0.24 -1.28 -0.38
H 1.58 -0.82 -1.68
H 2.08 1.13 0.68
H 4.17 -0.24 -0.94
H 4.52 0.63 0.20
H 4.51 2.31 -1.81
H 3.35 2.71 -0.79
H 2.57 2.59 -3.05
H 2.69 0.89 -3.10
H 0.96 2.36 -1.16
```

E_LUMO ... 0.61 eV
DFT total energy ... -23545.9429 eV
HOMO ... -8.375 eV

[2]
The following is a DFT calculation (ωB97M-V/def2-TZVPD) of a 2-piece molecular cluster, C4H8O2 overall.

Structure (XYZ):
```
14
C4H8O2 ωB97M-V/def2-TZVPD
C 0.45 -0.38 0.47
C -0.87 -0.48 0.26
O -1.51 0.45 -0.50
C -0.56 1.11 -1.31
O 0.35 1.83 -0.54
C 1.11 0.96 0.29
H -0.01 -2.58 1.54
H 1.06 -1.19 0.82
H -0.43 -2.87 1.00
H -1.54 -1.25 0.62
H -1.09 1.80 -1.95
H -0.03 0.33 -1.90
H 1.14 1.43 1.28
H 2.14 0.88 -0.07
```

E_LUMO ... 1.04 eV
DFT total energy ... -8370.1693 eV
HOMO ... -8.898 eV

[3]
The following is a DFT calculation (ωB97M-V/def2-TZVPD) of one molecule with the formula C4H7NO2.

Structure (XYZ):
```
14
C4H7NO2 ωB97M-V/def2-TZVPD
C 2.51 -0.82 -0.54
C -2.63 0.14 0.86
C 0.68 0.66 -0.49
C -1.29 0.40 0.28
O 1.13 -0.58 -0.85
N -0.16 0.46 0.78
O 1.22 1.71 -0.71
H -1.13 0.47 -0.93
H 3.12 0.04 -0.82
H 2.80 -1.69 -1.12
H 2.61 -1.02 0.53
H -3.05 -0.78 0.44
H -3.30 0.97 0.63
H -2.53 0.05 1.93
```

E_LUMO ... 0.80 eV
DFT total energy ... -9844.3680 eV
HOMO ... -9.970 eV

[4]
The following is a DFT calculation (ωB97M-V/def2-TZVPD) of a 4-piece molecular cluster, H10NO3 overall.

Structure (XYZ):
```
14
H10NO3 ωB97M-V/def2-TZVPD
N 0.47 -0.08 -0.47
H -0.06 -0.94 -0.64
H 0.91 0.28 -1.32
H -0.14 0.70 -0.17
H 1.21 -0.21 0.24
H -1.15 -3.43 -1.07
H -1.77 -2.52 -0.06
O -1.18 -2.49 -0.82
H 3.04 0.79 1.74
H 1.79 0.33 2.44
O 2.08 0.83 1.66
H -1.63 2.68 0.13
H -2.12 2.08 -1.18
O -1.46 1.97 -0.49
```

Net charge ... +1
E_LUMO ... -3.14 eV
DFT total energy ... -7789.4486 eV
HOMO ... -16.014 eV

[5]
The following is a DFT calculation (ωB97M-V/def2-TZVPD) of a 6-piece molecular cluster, C28H53F3N4O15S5 overall.

Structure (XYZ):
```
108
C28H53F3N4O15S5 ωB97M-V/def2-TZVPD
N -3.01 -2.76 -1.55
C -1.67 -2.71 -0.93
N -0.72 -2.43 -2.02
N -1.30 -3.91 -0.19
C -1.67 -1.44 0.00
C -2.31 -1.65 1.40
O -3.17 -0.48 1.59
C -3.17 -0.04 2.84
O -3.88 0.69 3.36
O -2.06 -0.61 3.46
C -1.48 -1.61 2.71
C 0.03 -1.72 2.71
C 0.85 -0.55 2.10
C 0.29 0.84 2.30
F 0.09 1.16 3.57
F -0.77 1.11 1.58
F 1.23 1.72 1.86
O -1.89 -2.79 3.52
N -1.76 -3.99 2.83
O -1.33 -4.84 3.53
H -3.61 -3.23 -0.87
H -2.94 -3.37 -2.36
H 0.18 -2.19 -1.63
H -1.04 -1.56 -2.47
H -0.44 -4.24 -0.62
H -2.00 -4.64 -0.30
H -0.67 -1.03 -0.01
H -2.30 -0.70 -0.51
H -3.05 -2.44 1.26
H 0.38 -2.65 2.25
H 0.34 -1.80 3.76
H 1.08 -0.74 1.04
H 1.83 -0.55 2.59
C 0.71 3.03 -3.83
C -0.51 3.64 -3.13
C -1.42 2.48 -2.72
S -0.35 1.07 -2.46
O -0.67 0.06 -3.45
O -0.31 0.76 -1.05
C 1.17 1.88 -2.94
H 1.51 3.76 -3.97
H 0.43 2.65 -4.82
H -0.19 4.19 -2.25
H -1.04 4.34 -3.78
H -1.95 2.70 -1.79
H -2.13 2.23 -3.50
H 1.82 1.17 -3.44
H 1.64 2.25 -2.03
C -1.09 -8.29 -4.25
C -0.62 -6.99 -4.89
C -1.05 -5.84 -3.97
S -1.12 -6.52 -2.31
O -2.49 -6.49 -1.86
O -0.04 -5.98 -1.53
C -0.70 -8.20 -2.77
H -0.65 -9.17 -4.72
H -2.18 -8.38 -4.34
H 0.47 -7.00 -4.98
H -1.02 -6.86 -5.89
H -0.33 -5.02 -3.98
H -2.04 -5.47 -4.22
H -1.23 -8.90 -2.14
H 0.38 -8.32 -2.64
C 0.66 2.95 8.52
C 0.24 1.96 7.43
C 1.34 1.96 6.36
S 2.86 2.38 7.21
O 3.32 3.66 6.72
O 3.72 1.23 7.26
C 2.12 2.64 8.82
H 0.04 2.86 9.41
H 0.57 3.97 8.15
H 0.14 0.96 7.86
H -0.73 2.23 6.99
H 1.45 0.98 5.90
H 1.16 2.71 5.60
H 2.64 3.44 9.34
H 2.22 1.70 9.38
C -4.08 3.37 1.67
C -3.57 4.45 2.63
C -2.46 5.21 1.91
S -2.82 5.10 0.16
O -1.78 4.33 -0.48
O -3.22 6.40 -0.34
C -4.27 4.07 0.32
H -5.01 2.92 2.02
H -3.34 2.57 1.57
H -4.39 5.13 2.88
H -3.21 4.01 3.56
H -2.43 6.26 2.20
H -1.48 4.76 2.08
H -4.33 3.38 -0.52
H -5.14 4.72 0.33
C 6.90 1.90 -4.61
C 6.37 0.66 -5.34
C 4.92 0.45 -4.89
S 4.29 2.07 -4.44
O 4.03 2.08 -3.02
O 3.30 2.48 -5.40
C 5.81 2.96 -4.74
H 7.84 2.24 -5.04
H 7.07 1.66 -3.56
H 6.39 0.83 -6.42
H 6.97 -0.22 -5.14
H 4.30 0.03 -5.68
H 4.87 -0.19 -4.00
H 5.91 3.77 -4.02
H 5.76 3.36 -5.76
```

E_LUMO ... 0.39 eV
DFT total energy ... -128893.7037 eV
HOMO ... -8.731 eV

[6]
The following is a DFT calculation (ωB97M-V/def2-TZVPD) of an isolated ion of composition C5H9N4 and charge +1.

Structure (XYZ):
```
18
C5H9N4 ωB97M-V/def2-TZVPD
C 0.02 1.15 -0.72
C 3.02 0.05 0.62
C -0.79 -0.04 -0.25
C -2.07 -0.29 -1.07
C -1.08 -0.08 1.30
N 1.27 1.15 -0.53
N 0.07 -1.23 -0.37
N 1.31 -1.18 -0.31
N 1.93 0.12 -0.05
H -0.41 1.98 -1.36
H 3.40 -0.98 0.69
H 3.68 0.95 0.79
H -2.37 -1.34 -0.80
H -1.85 -0.31 -2.17
H -2.57 0.56 -0.50
H -0.21 0.19 1.77
H -1.29 -1.17 1.53
H -2.06 0.49 1.43
```

Net charge ... +1
E_LUMO ... -5.86 eV
DFT total energy ... -11279.5004 eV
HOMO ... -14.415 eV